[1]
This record from the OMol25 dataset describes C18H29Cl3O5PdSSi as an isolated structure. The level of theory is the ωB97M-V functional and the def2-TZVPD basis.

XYZ file:
```
58
Properties=species:S:1:pos:R:3:forces:R:3:mulliken_spin:R:1
Pd -0.191 -0.182 0.294 -0.88 -0.56 0.22 1.543
C -2.161 2.608 0.403 0.00 -0.05 0.01 -0.004
C -1.867 2.468 -1.078 -0.12 0.00 -0.06 -0.005
C -0.999 3.620 -1.561 -0.02 -0.02 0.05 0.002
C -3.160 2.378 -1.876 0.03 0.04 0.02 0.003
O -1.150 1.190 -1.246 0.18 0.05 0.12 0.055
Si -0.452 0.512 -2.613 0.06 0.38 -0.18 0.006
S 0.525 -1.153 -1.810 0.12 0.18 0.34 0.432
O 0.586 1.626 -3.179 -0.19 0.05 -0.05 0.026
C 1.198 1.809 -4.468 0.04 -0.08 0.00 -0.008
C 1.818 0.493 -4.921 -0.02 0.02 0.00 0.012
C 2.270 2.867 -4.259 0.00 -0.01 0.00 0.002
C 0.153 2.293 -5.466 0.03 0.04 0.00 0.001
O -1.583 0.257 -3.752 0.11 -0.22 -0.02 -0.002
C -2.461 -0.856 -4.031 -0.01 0.02 0.07 0.000
C -3.061 -1.394 -2.736 -0.01 0.02 -0.05 -0.013
C -1.657 -1.929 -4.752 -0.04 0.01 -0.01 0.006
C -3.549 -0.294 -4.933 -0.01 -0.01 -0.01 0.001
H -2.740 3.517 0.569 -0.01 0.00 0.00 -0.001
H -1.245 2.670 0.988 0.00 -0.01 0.01 0.001
H -2.745 1.760 0.763 0.01 -0.01 0.01 0.000
H -1.490 4.559 -1.301 0.00 0.00 0.00 0.001
H -0.854 3.589 -2.639 0.02 0.00 0.00 0.000
H -0.022 3.594 -1.077 0.00 0.00 -0.01 0.000
H -3.749 3.281 -1.711 0.01 0.02 -0.01 0.002
H -3.751 1.523 -1.545 0.00 0.02 -0.01 0.003
H -2.959 2.282 -2.943 -0.02 -0.02 0.01 0.000
H 2.514 0.123 -4.167 0.01 0.00 -0.01 -0.003
H 2.357 0.627 -5.861 -0.01 0.01 -0.01 0.000
H 1.043 -0.261 -5.080 0.01 -0.01 0.01 -0.002
H 2.989 2.530 -3.512 0.00 0.00 0.00 0.000
H 1.818 3.797 -3.911 0.00 0.00 0.01 0.000
H 2.799 3.065 -5.193 0.00 0.00 0.00 0.000
H -0.576 1.512 -5.678 -0.02 0.01 0.01 0.000
H 0.638 2.590 -6.398 -0.01 -0.03 -0.01 0.000
H -0.375 3.161 -5.066 0.01 0.01 0.00 0.000
H -2.291 -1.836 -2.103 0.00 0.01 0.03 -0.004
H -3.804 -2.162 -2.960 0.02 -0.01 0.00 0.001
H -3.556 -0.593 -2.186 0.01 -0.03 -0.01 -0.005
H -0.900 -2.351 -4.089 0.02 0.01 -0.02 0.002
H -1.166 -1.502 -5.628 0.00 0.00 0.00 -0.001
H -2.313 -2.735 -5.085 0.00 -0.01 0.02 0.000
H -4.105 0.488 -4.414 0.00 0.00 0.00 0.000
H -4.246 -1.082 -5.220 0.00 0.01 0.00 0.000
H -3.109 0.130 -5.836 0.00 0.01 0.00 0.000
Cl 1.997 -1.225 7.096 0.00 -0.01 0.00 0.001
C 1.368 -0.602 5.603 -0.01 0.03 0.02 0.009
C 1.520 -1.326 4.439 -0.02 0.02 0.00 -0.010
C 1.000 -0.794 3.273 0.07 -0.07 -0.14 -0.019
Cl 1.230 -1.692 1.778 0.05 -0.05 0.11 0.114
C 0.331 0.432 3.181 -0.06 0.10 0.01 0.026
O -0.173 0.937 2.090 0.33 -0.12 -0.49 0.168
C 0.220 1.123 4.408 -0.05 0.09 0.02 0.027
Cl -0.589 2.655 4.400 0.04 -0.07 0.00 0.001
C 0.718 0.626 5.592 0.02 -0.03 0.00 -0.004
H 2.031 -2.278 4.434 0.00 0.00 0.01 0.000
H 0.601 1.193 6.504 0.00 -0.01 0.01 0.000
O -1.803 -1.198 0.534 0.30 0.28 -0.01 1.639
```
Positions in Å, forces in eV/Å.

Molecular weight (g/mol): 598.36
Frontier orbital gap (alpha / beta) (eV): 8.75 / 5.18
LUMO (alpha / beta) (eV): 0.50 / -2.99
Spin multiplicity: 5
Relative energy (zero: lowest compared OMol25 entry of this formula, charge and spin) (kJ/mol): 32.94
E_HOMO (alpha / beta) (eV): -8.252 / -8.165



[2]
This record from the OMol25 dataset describes C18H29Cl5N2ReSSb as an isolated structure. The level of theory is the ωB97M-V functional and the def2-TZVPD basis.

XYZ file:
```
57
Properties=species:S:1:pos:R:3:forces:R:3:mulliken_spin:R:1
Re -0.286 0.230 0.813 -0.16 1.23 -0.16 2.577
C -0.052 2.291 2.895 -2.44 -0.09 0.23 0.046
C 1.365 1.916 2.701 1.15 -0.38 0.59 0.001
N 1.529 1.106 1.441 -0.05 0.01 0.77 0.054
C 2.616 0.122 1.649 0.15 -0.91 0.02 0.052
C 2.248 -0.977 2.677 0.67 -0.69 -1.92 0.016
S 0.591 -1.592 2.158 -0.43 -0.65 1.37 -0.026
C -0.739 -1.326 3.439 -0.86 -1.21 -0.86 0.027
C -1.148 0.099 3.743 -1.28 1.52 1.36 0.003
N -1.007 1.098 2.642 0.47 0.69 0.01 -0.009
H -0.423 2.964 2.133 0.34 0.64 -0.11 -0.016
H -0.317 2.715 3.881 0.53 -0.11 -0.38 0.005
H 1.727 1.302 3.578 -0.29 0.69 -1.04 0.001
H 2.048 2.772 2.567 -0.49 -0.11 0.55 -0.002
H 1.828 1.717 0.686 0.10 0.35 -0.18 0.011
H 3.537 0.595 2.001 -0.03 0.17 -0.38 0.002
H 2.714 -0.310 0.653 0.70 -0.27 0.15 -0.022
H 2.333 -0.638 3.699 -0.20 -0.30 0.29 0.000
H 2.934 -1.867 2.451 -0.85 1.26 0.78 -0.002
H -0.548 -1.942 4.319 0.31 0.33 0.15 0.007
H -1.584 -1.897 2.949 0.80 0.64 0.29 0.005
H -0.533 0.540 4.580 -1.06 -0.79 -0.38 0.000
H -2.309 0.197 3.908 2.40 -0.89 0.71 0.001
H -1.957 1.502 2.540 0.98 -0.03 -0.20 0.011
C -0.578 -3.912 -0.945 -1.72 -0.44 1.95 -0.002
C -1.165 -2.669 -1.590 1.91 -0.38 -2.34 0.030
Sb 0.246 -1.126 -1.341 1.38 -0.59 -2.94 -0.040
C 0.060 -0.152 -3.322 1.06 -1.89 0.84 0.020
C -1.329 -0.164 -3.787 -1.27 1.55 -1.69 -0.002
C 2.200 -2.145 -1.601 -1.05 -0.30 1.97 0.008
C 3.287 -1.223 -2.027 1.07 1.27 0.15 0.001
H -1.395 -4.522 -0.486 0.36 -0.14 -1.26 0.001
H -0.112 -3.716 0.021 0.75 0.45 -0.08 0.002
H 0.097 -4.479 -1.553 0.09 -0.35 -0.33 0.001
H -2.161 -2.427 -1.367 -1.24 0.38 0.60 0.000
H -1.097 -2.676 -2.729 -0.35 -0.52 1.38 0.001
H 0.731 -0.791 -3.919 -0.17 0.38 0.08 0.001
H 0.435 0.819 -3.262 0.89 1.27 0.08 -0.001
H -1.642 -1.090 -4.235 -0.35 -0.29 0.05 0.000
H -1.527 0.656 -4.540 0.65 -0.98 0.19 0.004
H -2.000 0.201 -3.042 -0.85 -0.31 0.99 0.002
H 2.101 -3.066 -2.183 -0.21 0.31 -0.03 -0.001
H 2.424 -2.445 -0.566 -0.23 -0.35 -0.18 -0.001
H 3.368 -1.253 -3.110 0.47 0.18 0.00 0.000
H 4.256 -1.501 -1.515 -0.92 0.19 -0.94 0.001
H 3.099 -0.150 -1.745 0.14 -0.78 -0.26 0.001
Cl 1.071 2.812 -1.854 -0.23 -0.23 0.18 0.013
C -0.601 2.454 -1.605 -1.00 0.99 1.49 0.097
C -1.006 1.609 -0.539 1.39 -0.29 -0.81 -0.085
C -2.341 1.453 -0.345 -1.58 -0.19 -0.17 0.098
Cl -2.674 -0.162 0.544 -0.51 0.80 -0.31 0.006
C -3.375 2.212 -0.869 -0.77 0.61 -0.44 -0.019
Cl -4.984 2.134 -0.234 0.79 -0.23 -0.51 -0.006
C -3.016 3.123 -1.921 0.71 -0.58 0.87 0.124
Cl -4.205 4.049 -2.749 0.94 -0.67 0.70 0.041
C -1.599 3.227 -2.216 -0.45 0.19 -1.18 -0.035
Cl -1.136 4.299 -3.473 -0.15 -0.14 0.29 -0.005
```
Positions in Å, forces in eV/Å.

Molecular weight (g/mol): 790.74
Frontier orbital gap (alpha / beta) (eV): 8.16 / 5.76
LUMO (alpha / beta) (eV): -9.48 / -11.90
Spin multiplicity: 4
E_HOMO (alpha / beta) (eV): -17.646 / -17.661
Charge: +3



[3]
This record from the OMol25 dataset describes C18H29ClNO2P2Pm as an isolated structure. The level of theory is the ωB97M-V functional and the def2-TZVPD basis.

XYZ file:
```
54
Properties=species:S:1:pos:R:3:forces:R:3:mulliken_spin:R:1
Pm 0.192 -0.063 0.265 -0.57 0.18 3.13 4.135
P -2.275 0.842 -0.166 -0.79 0.51 -0.93 -0.016
C -2.605 0.053 -1.826 -0.18 0.02 0.32 -0.003
C -1.420 0.025 -2.805 0.27 0.05 0.13 -0.002
N -0.152 0.004 -2.305 0.10 -0.01 -0.26 0.005
C 0.908 -0.059 -3.163 -0.38 -0.06 0.13 -0.005
C 0.707 -0.094 -4.540 0.58 -0.04 0.09 0.000
C -0.580 -0.087 -5.065 -0.05 0.02 0.06 0.000
C -1.649 -0.029 -4.177 -0.40 0.04 0.23 0.001
C 2.335 -0.044 -2.593 0.18 -0.01 0.28 -0.003
P 2.530 -0.719 -0.863 1.19 -0.27 -1.46 -0.006
H -2.685 -0.034 -4.517 0.34 0.03 -0.07 0.000
H 1.592 -0.126 -5.178 -0.38 -0.02 0.05 0.000
H -0.748 -0.124 -6.149 0.09 0.02 0.55 0.000
H 3.033 -0.633 -3.217 -0.38 0.50 -0.04 0.000
H 2.703 1.001 -2.528 -0.13 -0.46 -0.26 0.000
H -2.923 -0.992 -1.587 0.02 0.68 -0.39 0.000
H -3.457 0.626 -2.237 0.29 -0.63 -0.18 0.000
H -0.928 -4.697 0.384 -0.93 -0.53 -0.36 0.000
O -1.784 -4.892 -0.063 1.12 0.38 0.22 0.000
H -1.607 -5.695 -0.576 -0.11 0.18 0.19 0.000
H 2.643 -3.876 2.020 -0.01 -0.49 0.26 0.000
O 2.399 -4.813 2.079 0.54 0.36 0.29 0.000
H 3.022 -5.178 2.742 -0.54 0.20 -0.52 0.000
C 2.789 -2.499 -1.087 -0.22 -0.41 0.14 0.000
H 3.685 -2.690 -1.692 -0.24 -0.07 0.18 0.000
H 2.869 -3.003 -0.109 0.19 0.18 -0.39 0.000
H 1.901 -2.936 -1.574 0.36 0.13 -0.04 0.001
C 4.051 -0.023 -0.181 0.22 0.28 0.17 0.000
H 4.184 -0.390 0.848 0.03 -0.04 -0.33 0.000
H 4.929 -0.276 -0.785 -0.11 0.08 0.14 -0.001
H 3.948 1.070 -0.102 0.11 -0.27 -0.14 0.001
C -2.469 2.621 -0.396 0.05 0.41 -0.04 0.001
H -3.488 2.859 -0.729 0.30 0.10 0.09 0.000
H -2.230 3.139 0.548 -0.25 -0.22 -0.25 0.001
H -1.730 2.975 -1.134 -0.37 -0.13 0.11 0.001
C -3.539 0.249 0.972 -0.22 -0.30 0.23 0.001
H -3.340 0.643 1.979 -0.09 0.11 -0.30 0.000
H -4.542 0.533 0.637 0.10 -0.11 0.17 -0.001
H -3.463 -0.846 1.060 -0.18 0.25 -0.14 0.000
Cl -1.234 -0.236 4.741 -0.42 -0.65 0.56 -0.002
C -0.793 1.277 4.102 0.53 0.90 -0.73 -0.013
C -1.281 2.446 4.658 0.21 0.32 -0.54 0.007
C -0.925 3.685 4.086 0.27 -0.41 -0.28 -0.020
C -0.103 3.721 2.950 -0.30 0.31 0.13 0.014
C 0.401 2.543 2.381 -0.19 -1.10 0.67 -0.023
C 0.153 1.275 3.028 -0.61 1.31 0.16 0.016
C 0.789 0.059 2.651 0.59 -0.98 -2.77 -0.085
H -1.910 2.391 5.544 0.06 0.06 -0.22 0.000
H -1.292 4.607 4.540 0.18 -0.27 -0.20 -0.001
H 0.180 4.689 2.519 -0.20 -0.42 0.15 0.000
H 1.081 2.591 1.510 -0.07 0.05 0.52 0.000
H 1.848 0.051 2.326 -0.29 -0.06 0.75 0.000
H 0.280 -0.916 2.773 0.64 0.33 0.71 -0.002
```
Positions in Å, forces in eV/Å.

Molecular weight (g/mol): 533.84
Frontier orbital gap (alpha / beta) (eV): 5.54 / 5.76
LUMO (alpha / beta) (eV): -7.16 / -6.95
Spin multiplicity: 5
Relative energy (zero: lowest compared OMol25 entry of this formula, charge and spin) (kJ/mol): 97.88
E_HOMO (alpha / beta) (eV): -12.695 / -12.714
Charge: +2